--- one ---
ORCA calculation (ωB97M-V/def2-TZVPD) on a 2-piece molecular cluster, C6H11N4 overall.

As for the net charge: +1. As for the spin multiplicity: 3. As for the HOMO-LUMO gap (alpha / beta): 6.05 / 9.33 eV. The highest occupied orbital energy (alpha / beta) is -9.53 / -14.39 eV. For the LUMO energy (alpha / beta), the calculation gives -3.48 / -5.06 eV.

Cartesian coordinates (Å):
C 1.519 0.300 -0.637
C 1.149 1.605 -0.278
C 0.291 -0.398 -0.715
C 2.016 2.748 -0.350
C -0.135 -1.816 -0.980
C -1.989 -2.331 2.032
N -0.164 1.698 -0.123
N -2.787 -0.446 0.885
N -0.658 0.428 -0.215
N -2.370 -1.327 1.449
H 2.493 0.077 -1.111
H 3.041 2.386 -0.403
H 1.908 3.069 -1.325
H 1.717 3.330 0.463
H 0.281 -2.059 -1.923
H 0.416 -2.460 -0.237
H -1.161 -2.173 -0.901
H -1.684 -3.133 1.503
H -1.601 -2.216 2.999
H -1.611 0.317 -0.562
H -0.672 2.400 0.430

natural (NBO) population analysis, charges in e, atoms 1 to 4: -0.34 0.30 0.30 -0.66


--- two ---
ORCA calculation (ωB97M-V/def2-TZVPD) on an isolated ion of composition C6H11N4 and charge +1.

As for the net charge: +1. As for the spin multiplicity: 3. As for the HOMO-LUMO gap (alpha / beta): 5.54 / 7.84 eV. The highest occupied orbital energy (alpha / beta) is -9.03 / -13.87 eV. For the LUMO energy (alpha / beta), the calculation gives -3.49 / -6.03 eV.

Cartesian coordinates (Å):
C 1.419 -1.300 -0.302
C -0.543 0.992 -0.009
C -1.277 -0.060 0.704
C 1.688 -0.025 -0.015
C 3.123 0.473 0.210
C -3.098 -1.374 0.054
N 1.275 -2.520 -0.337
N 0.704 0.954 -0.303
N -1.967 -0.891 -0.257
N -1.316 2.031 -0.305
H -0.589 -0.868 1.113
H -1.848 0.376 1.370
H 3.367 1.145 -0.534
H 3.720 -0.336 0.188
H 3.211 1.102 1.127
H 1.568 -3.060 -1.132
H -3.633 -1.225 1.005
H -3.517 -1.935 -0.724
H 0.966 1.908 -0.682
H -2.197 1.747 -0.480
H -1.054 2.866 -0.690

natural (NBO) population analysis, charges in e, atoms 1 to 4: 0.14 0.60 -0.34 0.23


Most stable structure, least stable structure: one, two.


--- one ---
ORCA calculation (ωB97M-V/def2-TZVPD) on a 2-piece molecular cluster, C3H3N3OS overall.

As for the HOMO-LUMO gap: 7.09 eV. The highest occupied orbital energy is -8.48 eV. For the LUMO energy, the calculation gives -1.39 eV.

Cartesian coordinates (Å):
C 2.083 1.103 -0.296
C -0.758 0.718 -1.104
C 0.111 -0.578 0.359
N 2.170 2.254 -0.202
N -0.225 -0.447 -0.897
N -0.422 0.388 1.216
O 0.837 -1.623 0.695
S -1.098 1.662 0.325
H -1.364 0.908 -2.029
H 0.239 0.723 1.987
H 0.893 -2.250 -0.093

natural (NBO) population analysis, charges in e, atoms 1 to 4: -0.27 0.00 0.81 -0.67


--- two ---
ORCA calculation (ωB97M-V/def2-TZVPD) on one molecule with the formula C3H3N3OS.

The SMILES is S/N=c1\ccnno1. As for the HOMO-LUMO gap: 7.92 eV. The highest occupied orbital energy is -8.72 eV. For the LUMO energy, the calculation gives -0.80 eV.

Cartesian coordinates (Å):
S 2.607 0.259 -0.001
N 1.277 -0.808 0.001
C 0.108 -0.314 -0.008
C -0.335 1.072 -0.008
C -1.646 1.313 0.008
N -2.603 0.278 0.002
N -2.260 -0.905 -0.001
O -0.903 -1.248 0.000
H 3.526 -0.711 0.042
H 0.403 1.866 -0.011
H -2.075 2.307 0.010

natural (NBO) population analysis, charges in e, atoms 1 to 4: 0.15 -0.58 0.45 -0.27


--- three ---
ORCA calculation (ωB97M-V/def2-TZVPD) on one molecule with the formula C3H3N3OS.

The SMILES is OC(=S)n1ccnn1. As for the HOMO-LUMO gap: 9.28 eV. The highest occupied orbital energy is -9.30 eV. For the LUMO energy, the calculation gives -0.03 eV.

Cartesian coordinates (Å):
O 1.720 1.592 -0.029
C 1.440 0.378 -0.082
S 2.484 -0.774 -0.057
N 0.060 0.032 -0.298
C -0.715 -1.100 -0.149
C -1.953 -0.714 0.053
N -1.837 0.744 -0.023
N -0.616 1.146 -0.147
H 2.593 1.902 0.386
H -0.208 -2.078 0.185
H -2.967 -1.128 0.161

natural (NBO) population analysis, charges in e, atoms 1 to 4: -0.63 0.36 -0.09 -0.24


Most stable structure, least stable structure: three, two.


--- one ---
ORCA calculation (ωB97M-V/def2-TZVPD) on one molecule with the formula C3H9N3S.

The SMILES is [H]/N=C(/CNC)NS. As for the HOMO-LUMO gap: 9.74 eV. The highest occupied orbital energy is -8.96 eV. For the LUMO energy, the calculation gives 0.78 eV.

Cartesian coordinates (Å):
H 1.550 0.902 2.600
N 0.993 0.077 2.313
C 0.397 0.284 1.203
C -0.505 -0.825 0.591
N 0.095 -1.368 -0.635
C -0.738 -2.432 -1.096
N 0.472 1.447 0.423
S -0.309 1.546 -1.116
H -1.465 -0.375 0.295
H -0.596 -1.579 1.377
H 1.057 -1.572 -0.370
H -1.555 -2.004 -1.722
H -0.217 -3.130 -1.777
H -1.197 -3.059 -0.265
H 1.114 2.175 0.622
H 0.409 0.652 -1.801

natural (NBO) population analysis, charges in e, atoms 1 to 4: 0.33 -0.69 0.44 -0.29


--- two ---
ORCA calculation (ωB97M-V/def2-TZVPD) on a 2-piece molecular cluster, C3H9N3S overall.

As for the HOMO-LUMO gap (alpha / beta): 7.05 / 7.37 eV. The highest occupied orbital energy (alpha / beta) is -6.68 / -6.81 eV. For the LUMO energy (alpha / beta), the calculation gives 0.37 / 0.55 eV.

Cartesian coordinates (Å):
C 1.061 -0.385 1.153
C 1.111 -0.703 2.566
C -0.848 -0.412 -2.019
N -0.478 1.763 -1.275
N -1.040 0.263 0.409
N -1.051 0.552 -0.909
S 2.095 -0.435 -0.020
H 0.795 -1.668 2.580
H 0.540 -0.124 3.141
H 2.179 -0.588 2.946
H -0.441 -1.291 -1.657
H -1.909 -0.554 -2.476
H -0.404 0.038 -2.786
H -0.744 2.361 -0.523
H 0.450 1.878 -1.628
H -1.318 -0.695 0.498

natural (NBO) population analysis, charges in e, atoms 1 to 4: -0.08 -0.73 -0.42 -0.69


--- three ---
ORCA calculation (ωB97M-V/def2-TZVPD) on one molecule with the formula C3H9N3S.

The SMILES is C/N=C(\NC)NS. As for the HOMO-LUMO gap: 9.41 eV. The highest occupied orbital energy is -8.70 eV. For the LUMO energy, the calculation gives 0.71 eV.

Cartesian coordinates (Å):
C -0.671 1.886 0.143
N 0.586 1.183 -0.017
C 0.643 -0.075 0.124
N -0.389 -0.976 0.607
C -1.653 -1.142 -0.234
N 1.901 -0.761 -0.035
S 3.363 -0.014 0.139
H -1.064 1.670 1.264
H -1.656 1.717 -0.511
H -0.493 3.007 -0.009
H 0.035 -1.743 1.014
H -1.925 -0.062 -0.607
H -2.423 -1.615 0.524
H -1.373 -2.095 -1.085
H 1.933 -1.680 -0.406
H 3.184 0.700 -0.909

natural (NBO) population analysis, charges in e, atoms 1 to 4: -0.45 -0.52 0.58 -0.66


Most stable structure, least stable structure: one, two.


--- one ---
ORCA calculation (ωB97M-V/def2-TZVPD) on a 2-piece molecular cluster, C3H8O2S overall.

As for the net charge: -2. As for the HOMO-LUMO gap: 6.04 eV. The highest occupied orbital energy is -0.18 eV. For the LUMO energy, the calculation gives 5.86 eV.

Cartesian coordinates (Å):
C -0.903 0.042 0.013
O -1.762 1.166 0.441
C 0.545 0.605 -0.214
C 1.383 -0.566 -0.512
S 3.279 -0.420 -0.257
H -0.984 -0.732 0.829
H -1.380 -0.465 -0.905
H 1.016 1.377 0.468
H 0.456 1.212 -1.091
H 1.122 -0.869 -1.559
H 1.058 -1.349 0.145
H -2.646 0.645 0.473
H -4.967 -0.392 1.549
O -4.773 -0.315 0.619

natural (NBO) population analysis, charges in e, atoms 1 to 4: -0.05 -0.79 -0.45 -0.48


--- two ---
ORCA calculation (ωB97M-V/def2-TZVPD) on a 2-piece molecular cluster, C3H8O2S overall.

As for the net charge: -2. As for the HOMO-LUMO gap: 5.84 eV. The highest occupied orbital energy is 0.15 eV. For the LUMO energy, the calculation gives 5.99 eV.

Cartesian coordinates (Å):
C 0.148 -0.368 0.189
O -0.309 -1.628 -0.210
C -0.142 0.771 -0.759
C 0.463 2.124 -0.334
S -0.103 3.488 -1.412
H -0.424 -0.126 1.117
H 1.232 -0.419 0.374
H -1.183 0.936 -1.033
H 0.396 0.501 -1.693
H 1.549 1.989 -0.307
H 0.073 2.360 0.660
H -0.351 -2.422 0.440
H -1.146 -3.653 1.518
O -0.204 -3.553 1.451

natural (NBO) population analysis, charges in e, atoms 1 to 4: -0.03 -0.84 -0.43 -0.51


Most stable structure, least stable structure: two, one.


--- one ---
ORCA calculation (ωB97M-V/def2-TZVPD) on one molecule with the formula C3H3BrCl2.

The SMILES is CC(Br)=C(Cl)Cl. As for the HOMO-LUMO gap: 8.23 eV. The highest occupied orbital energy is -7.98 eV. For the LUMO energy, the calculation gives 0.25 eV.

Cartesian coordinates (Å):
C -0.056 0.239 -1.227
C -0.421 -0.353 0.029
Br -1.776 -1.574 0.339
C 0.338 0.052 1.421
Cl -0.166 -0.578 2.926
Cl 1.624 1.089 1.121
H 1.036 0.021 -1.277
H -0.705 -0.214 -2.094
H 0.126 1.319 -1.237

natural (NBO) population analysis, charges in e, atoms 1 to 4: -0.73 -0.10 0.13 -0.23


--- two ---
ORCA calculation (ωB97M-V/def2-TZVPD) on one molecule with the formula C3H3BrCl2.

The SMILES is ClC/C=C(/Cl)Br. As for the HOMO-LUMO gap (alpha / beta): 8.09 / 7.81 eV. The highest occupied orbital energy (alpha / beta) is -8.66 / -8.50 eV. For the LUMO energy (alpha / beta), the calculation gives -0.57 / -0.69 eV.

Cartesian coordinates (Å):
Cl -0.213 1.218 2.024
C -0.781 0.875 0.274
C 0.185 0.290 -0.441
C 0.737 -1.283 -0.401
Cl 2.122 -1.599 -1.241
Br 0.014 -2.498 0.849
H -1.075 1.886 -0.088
H -1.604 0.237 0.235
H 0.615 0.874 -1.210

natural (NBO) population analysis, charges in e, atoms 1 to 4: -0.12 -0.42 -0.17 -0.23


Most stable structure, least stable structure: one, two.


--- one ---
ORCA calculation (ωB97M-V/def2-TZVPD) on one molecule with the formula C4H3I.

The SMILES is IC=C1C=C1. As for the HOMO-LUMO gap: 8.97 eV. The highest occupied orbital energy is -8.40 eV. For the LUMO energy, the calculation gives 0.57 eV.

Cartesian coordinates (Å):
I 3.545 -0.029 -0.081
C 1.621 1.006 -0.023
C 0.571 0.229 0.090
C -0.827 -0.119 -0.037
C -0.096 -1.227 -0.010
H 1.729 2.071 0.016
H -1.941 0.066 -0.008
H 0.316 -2.160 -0.023

natural (NBO) population analysis, charges in e, atoms 1 to 4: 0.03 -0.40 -0.04 -0.17


--- two ---
ORCA calculation (ωB97M-V/def2-TZVPD) on one molecule with the formula C4H3I.

As for the HOMO-LUMO gap (alpha / beta): 7.34 / 7.34 eV. The highest occupied orbital energy (alpha / beta) is -7.99 / -7.99 eV. For the LUMO energy (alpha / beta), the calculation gives -0.65 / -0.65 eV.

Cartesian coordinates (Å):
C 0.035 -1.141 1.061
C 0.077 -0.016 0.603
C -0.370 0.306 -0.714
C 0.448 1.288 -0.036
I 2.412 2.009 -0.609
H 0.060 -2.107 1.506
H 0.008 -0.165 -1.609
H -0.153 2.098 0.583

natural (NBO) population analysis, charges in e, atoms 1 to 4: 0.01 -0.16 -0.29 -0.33


Most stable structure, least stable structure: one, two.


--- one ---
ORCA calculation (ωB97M-V/def2-TZVPD) on one molecule with the formula CH2Cl2N2O2.

As for the HOMO-LUMO gap (alpha / beta): 7.20 / 7.12 eV. The highest occupied orbital energy (alpha / beta) is -9.37 / -9.38 eV. For the LUMO energy (alpha / beta), the calculation gives -2.17 / -2.25 eV.

Cartesian coordinates (Å):
C -0.127 0.027 0.196
N -0.648 1.187 0.126
N -3.389 0.327 -0.884
O -0.313 2.141 -0.705
O -1.606 1.460 1.027
Cl -3.382 1.566 0.172
Cl -3.420 -1.290 -0.119
H 0.632 -0.169 -0.515
H -0.655 -0.642 0.837

natural (NBO) population analysis, charges in e, atoms 1 to 4: -0.14 0.31 -0.43 -0.53


--- two ---
ORCA calculation (ωB97M-V/def2-TZVPD) on a 2-piece molecular cluster, CH2Cl2N2O2 overall.

As for the HOMO-LUMO gap (alpha / beta): 8.02 / 7.93 eV. The highest occupied orbital energy (alpha / beta) is -10.04 / -10.12 eV. For the LUMO energy (alpha / beta), the calculation gives -2.02 / -2.19 eV.

Cartesian coordinates (Å):
C 0.879 -0.218 0.375
N -1.247 -0.831 0.724
N 0.739 0.614 -0.660
O 0.270 0.081 -1.699
O 0.861 1.858 -0.503
Cl -1.872 0.708 1.178
Cl -1.744 -1.317 -0.756
H 1.011 -1.258 0.134
H 1.103 0.363 1.207

natural (NBO) population analysis, charges in e, atoms 1 to 4: -0.06 -0.45 0.39 -0.40


Most stable structure, least stable structure: two, one.


--- one ---
ORCA calculation (ωB97M-V/def2-TZVPD) on a 2-piece molecular cluster, C3H13N2O overall.

As for the spin multiplicity: 2. As for the HOMO-LUMO gap (alpha / beta): 3.59 / 9.85 eV. The highest occupied orbital energy (alpha / beta) is -3.03 / -9.49 eV. For the LUMO energy (alpha / beta), the calculation gives 0.55 / 0.36 eV.

Cartesian coordinates (Å):
N 1.235 0.880 -0.439
C 0.262 -0.194 -0.872
C -1.068 0.484 -1.236
C 0.021 -1.202 0.294
N -0.615 -2.397 -0.119
H 2.128 0.561 0.007
H 0.690 1.425 0.255
H 1.653 1.517 -1.195
H 0.761 -0.655 -1.727
H -1.437 1.040 -0.377
H -1.800 -0.330 -1.264
H -0.986 0.872 -2.250
H 0.973 -1.239 0.818
H -0.668 -0.647 0.942
H -1.302 -2.789 0.479
H -0.199 -3.090 -0.719
H -0.447 1.390 2.637
H 0.424 2.647 2.558
O 0.374 1.729 2.209

natural (NBO) population analysis, charges in e, atoms 1 to 4: -1.07 -0.11 -0.65 -0.22


--- two ---
ORCA calculation (ωB97M-V/def2-TZVPD) on a 2-piece molecular cluster, C3H13N2O overall.

As for the spin multiplicity: 2. As for the HOMO-LUMO gap (alpha / beta): 3.70 / 10.35 eV. The highest occupied orbital energy (alpha / beta) is -2.76 / -9.57 eV. For the LUMO energy (alpha / beta), the calculation gives 0.94 / 0.78 eV.

Cartesian coordinates (Å):
C 0.288 -0.935 -0.189
C -1.272 -1.056 0.408
C -2.177 -0.017 -0.359
N -1.601 1.357 -0.480
N 0.759 0.442 -0.061
H 0.393 -1.269 -1.189
H 1.122 -1.462 0.293
H -1.074 -0.713 1.575
H -1.664 -2.126 0.365
H -2.327 -0.409 -1.477
H -3.144 -0.131 0.054
H -1.695 2.250 -0.025
H -1.296 1.607 -1.385
H 1.350 0.910 -0.879
H -0.291 1.047 -0.131
H 1.221 0.640 0.894
H 4.129 -0.258 0.187
H 3.892 0.295 1.510
O 3.388 -0.171 0.887

natural (NBO) population analysis, charges in e, atoms 1 to 4: -0.30 -0.43 -0.25 -0.94


Most stable structure, least stable structure: one, two.